Entry 1:
Entry from the OMol25 dataset: a structure of composition C5H20O11PV (the ωB97M-V functional and the def2-TZVPD basis).

Cartesian coordinates (Å):
O1 -1.108 -1.942 -0.173
V1 -0.413 -0.617 0.366
O2 -1.635 0.410 0.684
P1 1.749 -0.959 1.882
O3 0.201 -0.966 2.286
O4 2.349 -1.988 2.826
O5 2.336 0.472 2.009
O6 1.596 -1.343 0.388
C1 -2.559 -2.390 3.054
O7 -1.667 -3.114 3.904
H1 -3.552 -2.377 3.527
H2 -2.225 -1.359 2.949
H3 -2.618 -2.780 2.035
H4 -1.992 -4.019 3.883
C2 -1.465 3.748 0.959
O8 -0.794 4.381 2.055
H5 -0.872 3.730 0.044
H6 -1.715 2.734 1.274
H7 -2.390 4.313 0.824
H8 -0.071 3.811 2.339
C3 1.838 1.920 -1.017
O9 1.039 1.404 0.004
H9 2.798 1.408 -1.111
H10 1.326 1.845 -1.981
H11 2.023 2.996 -0.883
H12 1.652 1.137 0.779
C4 1.982 -2.573 -2.772
O10 1.965 -1.293 -2.189
H13 1.883 -2.479 -3.862
H14 2.959 -3.042 -2.603
H15 1.139 -3.186 -2.437
H16 1.902 -1.379 -1.185
C5 -1.201 0.824 -3.090
O11 -0.513 0.007 -2.164
H17 -1.392 0.234 -3.992
H18 -2.148 1.173 -2.681
H19 -0.614 1.723 -3.316
H20 0.207 -0.463 -2.613

Results
* energy: -2315.64886 a.u.
* net charge: -2
* HOMO energy: -0.038 hartree
* Kohn-Sham gap: 5.9 eV

Mulliken population analysis, charges in e, atoms 1 to 6:
1. O -0.598
2. V 1.200
3. O -0.669
4. P 0.497
5. O -0.469
6. O -0.843

---

Entry 2:
Entry from the OMol25 dataset: a structure of composition BrClHP (the ωB97M-V functional and the def2-TZVPD basis).

Cartesian coordinates (Å):
P1 -0.239 -0.811 0.973
Cl1 -0.265 -2.352 -0.341
Br1 -2.942 -0.051 -0.012
H1 0.274 0.281 0.304

Results
* energy: -3376.07116 a.u.
* net charge: 0
* 2S+1: 3
* HOMO energy (alpha / beta): -0.298 / -0.372 hartree
* Kohn-Sham gap (alpha / beta): 8.7 / 6.1 eV

How is the electron density shared among the atoms? According to Mulliken, the charges in e are:
1. P 0.038
2. Cl -0.135
3. Br 0.006
4. H 0.091

---

Entry 3:
Entry from the OMol25 dataset: a cluster of 3 separate species, C5H15NO2 in total (the ωB97M-V functional and the def2-TZVPD basis).

Cartesian coordinates (Å):
C1 1.628 0.359 2.214
C2 0.680 -0.175 1.147
C3 -0.016 0.946 0.369
C4 0.937 1.866 -0.332
C5 1.108 1.864 -1.645
N1 -0.354 -1.072 1.687
H1 2.047 -0.462 2.800
H2 2.440 0.930 1.760
H3 1.108 1.031 2.897
H4 1.263 -0.744 0.423
H5 -0.635 1.522 1.069
H6 -0.684 0.507 -0.368
H7 1.520 2.564 0.263
H8 1.814 2.535 -2.122
H9 0.539 1.191 -2.270
H10 0.080 -1.794 2.257
H11 -0.962 -0.549 2.311
H12 -1.508 -1.241 -2.044
H13 -2.017 -0.373 -3.211
O1 -1.207 -0.695 -2.800
H14 -1.884 -3.057 -0.507
H15 -1.361 -1.800 0.283
O2 -1.960 -2.102 -0.446

Results
* energy: -404.73386 a.u.
* SMILES: C=CC[C@@H](C)N.O.O
* net charge: 0
* HOMO energy: -0.350 hartree
* Kohn-Sham gap: 10.4 eV

Mulliken population analysis, charges in e, atoms 1 to 6:
1. C -1.477
2. C 0.297
3. C -0.614
4. C -0.251
5. C -0.795
6. N -0.623

---

Entry 4:
Entry from the OMol25 dataset: an isolated molecule of C4H6N2O (the ωB97M-V functional and the def2-TZVPD basis).

Cartesian coordinates (Å):
C1 1.167 -0.202 -0.104
C2 0.735 1.177 -0.007
C3 -1.050 -0.162 0.022
C4 -0.059 -1.044 0.069
H1 3.086 0.371 -0.348
H2 2.903 -1.017 0.789
H3 1.112 2.237 -0.010
H4 -3.167 -1.263 -0.115
H5 -3.103 0.412 0.450
H6 -0.114 -2.051 0.105
N1 2.421 -0.528 -0.064
N2 -2.463 -0.338 -0.130
O1 -0.647 1.096 0.076

Results
* energy: -340.65502 a.u.
* SMILES: Nc1coc(N)c1
* net charge: 0
* HOMO energy: -0.262 hartree
* Kohn-Sham gap: 8.1 eV

Mulliken population analysis, charges in e, atoms 1 to 6:
1. C 0.608
2. C -0.507
3. C 0.434
4. C -0.935
5. H 0.272
6. H 0.260

---

Entry 5:
Entry from the OMol25 dataset: a structure of composition C2H3IO2 (the ωB97M-V functional and the def2-TZVPD basis).

Cartesian coordinates (Å):
C1 0.414 -0.117 0.003
C2 -0.853 0.732 0.091
O1 0.183 -1.429 -0.155
O2 1.521 0.378 0.049
I1 1.860 -2.389 -0.498
H1 -1.082 1.354 -0.760
H2 -1.577 0.110 0.405
H3 -0.465 1.361 0.865

Results
* energy: -526.14948 a.u.
* net charge: 0
* HOMO energy: -0.360 hartree
* Kohn-Sham gap: 9.1 eV

Mulliken population analysis, charges in e, atoms 1 to 6:
1. C 0.865
2. C -0.885
3. O -0.552
4. O -0.547
5. I 0.250
6. H 0.278

---

Entry 6:
Entry from the OMol25 dataset: a cluster of 2 separate species, C9H14BNO7PS in total (the ωB97M-V functional and the def2-TZVPD basis).

Cartesian coordinates (Å):
C1 -0.443 1.492 0.787
N1 -0.236 1.662 -0.652
C2 -1.267 2.466 -1.260
B1 1.172 1.805 -1.089
O1 1.982 0.745 -0.617
C3 1.747 2.854 -1.997
P1 1.780 4.515 -1.595
O2 1.079 5.332 -2.864
O3 0.648 4.857 -0.461
S1 3.453 5.389 -1.081
H1 -1.485 1.705 1.037
H2 0.185 2.165 1.381
H3 -0.228 0.471 1.106
H4 -0.984 2.702 -2.284
H5 -1.466 3.415 -0.734
H6 -2.223 1.928 -1.272
H7 1.420 -0.017 -0.434
H8 2.766 2.584 -2.278
H9 1.002 4.665 -3.561
H10 -0.230 4.780 -0.857
C4 0.601 -3.283 0.862
C5 0.281 -4.497 0.392
C6 -0.962 -5.251 0.840
O4 -1.135 -6.345 0.326
C7 -1.835 -4.652 1.817
C8 -1.518 -3.436 2.288
C9 -0.277 -2.678 1.835
O5 -0.117 -1.584 2.343
O6 -2.228 -2.770 3.179
O7 0.995 -5.165 -0.499
H11 1.481 -2.739 0.547
H12 -2.714 -5.194 2.134
H13 -1.752 -1.919 3.304
H14 0.508 -6.002 -0.647

Results
* energy: -1697.37115 a.u.
* net charge: -1
* HOMO energy: -0.131 hartree
* Kohn-Sham gap: 3.7 eV

Mulliken population analysis, charges in e, atoms 1 to 6:
1. C -0.627
2. N -0.169
3. C -1.287
4. B 0.513
5. O -0.553
6. C -0.624

---

Entry 7:
Entry from the OMol25 dataset: an isolated molecule of C2H6N2 (the ωB97M-V functional and the def2-TZVPD basis).

Cartesian coordinates (Å):
C1 -0.304 -0.500 0.636
C2 0.512 -0.079 -0.681
N1 1.575 0.911 -0.482
N2 -1.771 -0.424 0.531
H1 -0.542 -1.553 0.758
H2 1.421 -0.641 -0.890
H3 -0.192 0.057 -1.506
H4 1.123 1.834 -0.531
H5 0.104 0.013 1.489
H6 -2.006 0.574 0.532

Results
* energy: -189.02976 a.u.
* net charge: 0
* HOMO energy: -0.310 hartree
* Kohn-Sham gap: 5.6 eV

Mulliken population analysis, charges in e, atoms 1 to 6:
1. C -0.317
2. C -0.306
3. N -0.534
4. N -0.520
5. H 0.248
6. H 0.257